(1)
{
  "formula": "C51H47N8O3STaTe",
  "method": "ωB97M-V with the def2-TZVPD basis set",
  "charge": 2,
  "energy_ev": -91384.508,
  "relative_energy_kcal_mol": 40.4,
  "gap_ev": 5.75,
  "elements": ["Ta", "O", "C", "N", "C", "C", "C", "C", "C", "C", "N", "C", "C", "C", "C", "C", "N", "H", "H", "H", "H", "H", "H", "H", "H", "H", "H", "C", "C", "N", "C", "S", "N", "N", "C", "C", "C", "C", "C", "C", "C", "N", "H", "H", "H", "H", "H", "H", "H", "H", "H", "H", "H", "H", "H", "C", "C", "C", "C", "C", "O", "C", "C", "C", "C", "C", "C", "C", "O", "C", "C", "C", "N", "C", "C", "Te", "C", "C", "C", "C", "C", "C", "C", "C", "C", "C", "C", "C", "H", "H", "H", "H", "H", "H", "H", "H", "H", "H", "H", "H", "H", "H", "H", "H", "H", "H", "H", "H", "H", "H", "H", "H"],
  "positions_angstrom": [[-0.2828, -0.2623, -0.2092], [-0.7306, -0.1942, -4.4546], [-0.5290, 0.1361, -3.3176], [-0.5884, -0.7341, -2.2185], [-0.7924, -2.1203, -2.6837], [-1.4922, -2.9365, -1.6669], [-2.1130, -4.1312, -2.0056], [-2.7891, -4.8305, -1.0269], [-2.8202, -4.3158, 0.2649], [-2.1635, -3.1359, 0.5216], [-1.5032, -2.4551, -0.4287], [-0.1516, 1.5284, -3.0005], [-0.2107, 2.5009, -3.9794], [0.2625, 3.7643, -3.6738], [0.8107, 3.9781, -2.4172], [0.7977, 2.9490, -1.4936], [0.3020, 1.7390, -1.7697], [-1.3601, -2.1070, -3.6050], [0.1674, -2.5717, -2.9370], [-2.0719, -4.4849, -3.0286], [-3.2939, -5.7595, -1.2643], [-3.3596, -4.8179, 1.0573], [-2.1691, -2.7012, 1.5130], [-0.6191, 2.2427, -4.9471], [0.2159, 4.5635, -4.4035], [1.2386, 4.9347, -2.1460], [1.2005, 3.0983, -0.5043], [-5.4847, 0.0741, 2.7419], [-4.4142, 1.1494, 2.8985], [-3.0865, 0.5975, 3.2090], [-2.2564, -0.0032, 2.3515], [-2.6485, 0.0400, 0.6390], [-1.2294, -0.6352, 2.8428], [-0.3876, -1.1925, 1.9211], [0.3412, -2.1779, 2.2979], [0.2875, -2.7511, 3.6754], [1.1925, -2.7875, 1.2708], [2.0027, -3.8713, 1.5507], [2.7675, -4.4324, 0.5372], [2.6998, -3.8907, -0.7298], [1.8705, -2.8037, -0.9344], [1.1318, -2.2693, 0.0357], [-6.4544, 0.5400, 2.5543], [-5.5661, -0.5319, 3.6481], [-5.2509, -0.5823, 1.9003], [-4.6646, 1.8231, 3.7145], [-4.3447, 1.7343, 1.9836], [-2.8721, 0.4307, 4.1806], [-0.3083, -2.1189, 4.3197], [1.2887, -2.8494, 4.0960], [-0.1643, -3.7472, 3.6401], [2.0407, -4.2810, 2.5504], [3.4109, -5.2792, 0.7430], [3.2872, -4.2840, -1.5491], [1.8109, -2.3301, -1.9060], [5.0618, 3.3657, 3.3636], [4.0789, 2.5828, 2.5302], [4.4854, 1.5216, 1.7338], [3.5731, 0.7809, 0.9994], [4.0496, -0.4403, 0.2444], [4.2535, -1.4612, 0.8600], [4.2420, -0.3616, -1.2303], [3.7020, 0.6762, -1.9840], [3.7537, 0.6332, -3.3707], [4.3765, -0.4321, -4.0083], [4.9889, -1.4327, -3.2560], [4.9176, -1.3989, -1.8743], [2.2329, 1.1099, 1.0526], [1.3092, 0.3293, 0.4249], [1.7855, 2.2024, 1.7894], [2.7283, 2.9056, 2.5386], [0.3804, 2.6892, 1.7142], [-0.5036, 2.1881, 0.9162], [-1.7788, 2.9542, 0.7833], [-2.3630, 3.0060, -0.6280], [-4.4672, 3.4367, -0.5823], [-4.2057, 5.0550, 0.7528], [-3.2798, 6.0567, 0.4733], [-3.1103, 7.1116, 1.3612], [-3.8779, 7.1823, 2.5181], [-4.8061, 6.1866, 2.7925], [-4.9684, 5.1206, 1.9136], [0.0326, 3.8776, 2.5628], [0.5113, 5.1500, 2.2631], [0.1472, 6.2323, 3.0531], [-0.6841, 6.0450, 4.1500], [-1.1648, 4.7760, 4.4476], [-0.8154, 3.6948, 3.6503], [6.0824, 3.0232, 3.1992], [4.8319, 3.2603, 4.4257], [5.0144, 4.4300, 3.1261], [5.5359, 1.2504, 1.6932], [3.2483, 1.5247, -1.4853], [3.3229, 1.4365, -3.9587], [4.4020, -0.4756, -5.0906], [5.5239, -2.2337, -3.7528], [5.3862, -2.1684, -1.2716], [2.3995, 3.7347, 3.1501], [-1.6221, 3.9784, 1.1001], [-2.5053, 2.5338, 1.4742], [-2.2809, 2.0633, -1.1666], [-1.8734, 3.7730, -1.2279], [-2.6974, 6.0310, -0.4416], [-2.3870, 7.8878, 1.1378], [-3.7615, 8.0182, 3.1976], [-5.4081, 6.2387, 3.6923], [-5.7010, 4.3495, 2.1289], [1.1608, 5.2979, 1.4052], [0.5214, 7.2219, 2.8152], [-0.9544, 6.8881, 4.7745], [-1.8136, 4.6292, 5.3038], [-1.1937, 2.7017, 3.8730]],
  "forces_ev_per_a": [[-1.66, -0.87, 0.39], [-0.14, -0.26, -0.26], [0.11, -0.09, 0.24], [0.36, -0.25, 0.60], [-0.03, 0.34, 0.03], [-0.10, -0.12, 0.10], [-0.04, -0.09, -0.01], [0.00, -0.09, -0.06], [-0.03, -0.08, 0.01], [0.04, 0.10, 0.11], [0.19, 0.47, 0.03], [0.13, 0.25, 0.02], [-0.05, 0.02, -0.09], [0.00, 0.09, -0.02], [0.04, 0.01, -0.06], [0.16, -0.09, 0.14], [-0.46, -0.54, 0.24], [-0.15, 0.04, -0.18], [0.02, -0.05, -0.09], [-0.03, 0.02, 0.05], [0.02, 0.07, 0.02], [0.06, 0.02, -0.03], [-0.10, -0.04, -0.09], [0.04, 0.02, 0.02], [0.04, -0.05, 0.03], [-0.04, -0.05, 0.01], [0.02, -0.01, -0.10], [0.07, 0.01, 0.09], [0.03, -0.36, -0.02], [-0.28, 0.16, -0.03], [-0.09, 0.07, -0.32], [0.29, -0.02, -0.40], [0.35, -0.06, 0.36], [-0.47, 0.64, -0.89], [0.16, -0.14, 0.24], [0.08, 0.03, -0.04], [0.13, -0.10, 0.05], [0.13, -0.18, 0.04], [0.01, -0.08, 0.09], [0.05, -0.05, -0.03], [0.00, 0.23, -0.07], [-0.46, 0.86, -0.52], [0.08, -0.04, 0.00], [-0.01, 0.04, -0.08], [-0.05, 0.03, 0.05], [0.02, 0.08, 0.01], [0.01, 0.10, -0.03], [0.03, -0.05, 0.07], [-0.03, 0.02, 0.04], [0.00, -0.02, -0.04], [0.05, 0.02, 0.00], [0.00, 0.04, -0.05], [-0.04, 0.05, 0.00], [-0.04, 0.03, 0.03], [0.10, 0.05, 0.06], [-0.11, -0.03, -0.04], [0.14, 0.08, 0.05], [0.17, 0.06, 0.02], [0.00, -0.38, -0.22], [-0.04, 0.14, -0.07], [0.05, -0.12, 0.07], [-0.03, -0.02, 0.01], [-0.05, 0.07, 0.03], [-0.02, 0.02, -0.05], [0.02, -0.02, 0.06], [-0.02, 0.01, -0.04], [0.00, -0.11, 0.03], [-0.41, -0.14, 0.09], [2.27, 0.55, 0.01], [-0.36, 0.20, 0.14], [-0.04, 0.11, 0.11], [-0.20, 0.01, 0.07], [-0.17, -0.27, -0.01], [-0.03, -0.14, -0.14], [0.20, -0.08, 0.05], [0.11, 0.14, 0.01], [-0.04, -0.04, -0.05], [-0.02, 0.09, 0.09], [0.01, -0.04, -0.02], [-0.01, -0.07, -0.02], [0.02, 0.04, -0.01], [0.01, 0.01, 0.04], [0.14, -0.06, 0.03], [-0.02, 0.02, -0.02], [0.03, 0.00, -0.03], [0.01, -0.02, -0.01], [-0.01, 0.01, 0.00], [0.04, -0.01, 0.08], [-0.04, 0.01, 0.01], [0.03, -0.01, -0.03], [0.01, -0.04, -0.01], [-0.07, 0.00, 0.01], [-0.05, -0.05, -0.02], [0.01, -0.04, 0.05], [0.05, 0.03, 0.06], [-0.04, 0.05, 0.03], [-0.06, 0.01, -0.03], [0.00, -0.01, -0.01], [0.00, 0.06, 0.04], [0.03, 0.01, 0.03], [-0.05, -0.03, 0.01], [0.01, -0.04, 0.00], [-0.04, -0.01, 0.01], [-0.06, -0.02, 0.02], [0.01, -0.05, -0.03], [0.01, 0.01, -0.06], [0.06, 0.04, 0.01], [0.00, 0.00, 0.07], [-0.04, -0.08, 0.02], [0.00, -0.05, -0.04], [0.05, 0.01, -0.07], [0.02, 0.05, -0.01]],
  "lowdin_charge": [1.84, 0.14, -0.45, -0.12, -0.15, -0.26, 0.02, -0.02, -0.02, -0.14, -0.03, -0.22, 0.04, 0.00, -0.01, -0.12, 0.06, 0.13, 0.12, 0.13, 0.13, 0.12, 0.10, 0.14, 0.13, 0.12, 0.10, -0.07, -0.26, 0.01, -0.72, 0.74, 0.02, -0.11, -0.25, 0.01, -0.21, 0.03, 0.00, -0.01, -0.11, 0.03, 0.09, 0.08, 0.06, 0.12, 0.03, 0.15, 0.07, 0.10, 0.11, 0.12, 0.13, 0.13, 0.11, -0.02, -0.22, 0.06, -0.07, -0.30, 0.13, -0.15, -0.02, -0.06, -0.05, -0.05, -0.02, -0.22, -0.29, -0.07, 0.05, -0.18, 0.03, -0.33, -0.55, 1.32, -0.56, -0.15, -0.08, -0.08, -0.07, -0.15, -0.22, -0.04, -0.06, -0.06, -0.05, -0.02, 0.08, 0.09, 0.09, 0.14, 0.10, 0.11, 0.12, 0.12, 0.13, 0.13, 0.10, 0.05, -0.02, 0.04, 0.10, 0.11, 0.11, 0.11, 0.09, 0.12, 0.12, 0.12, 0.11, 0.11]
}

---

(2)
{
  "formula": "C2H4N4",
  "method": "ωB97M-V with the def2-TZVPD basis set",
  "energy_ev": -8098.053,
  "relative_energy_kcal_mol": 29.1,
  "gap_ev": 9.59,
  "elements": ["N", "C", "N", "N", "C", "N", "H", "H", "H", "H"],
  "positions_angstrom": [[-0.5121, 1.7981, 0.6652], [-0.2397, 0.4919, 0.3089], [0.7478, -0.1829, 0.7974], [0.9427, -1.2346, -0.0536], [-0.1524, -1.2169, -1.0818], [-0.8752, -0.1454, -0.9818], [-1.4399, 2.1568, 0.5851], [0.1730, 2.3574, 1.1352], [1.5259, -1.9570, 0.4240], [-0.1700, -2.0675, -1.7986]],
  "forces_ev_per_a": [[-0.32, -0.82, -0.38], [-0.52, -0.12, -2.59], [-0.69, 0.13, -0.75], [-1.51, -0.35, -0.82], [2.40, -0.27, 2.33], [2.12, 0.23, 2.99], [-0.17, 0.01, -0.06], [0.07, -0.25, 0.11], [-1.13, 0.40, -1.38], [-0.24, 1.05, 0.55]],
  "lowdin_charge": [0.10, -0.40, 0.02, -0.05, -0.18, 0.09, 0.08, 0.08, 0.14, 0.11]
}

---

(3)
{
  "formula": "C5H8O2",
  "method": "ωB97M-V with the def2-TZVPD basis set",
  "energy_ev": -9404.929,
  "relative_energy_kcal_mol": 113.1,
  "gap_ev": 8.80,
  "elements": ["C", "C", "C", "C", "O", "C", "O", "H", "H", "H", "H", "H", "H", "H", "H"],
  "positions_angstrom": [[0.7028, 0.9470, 1.3506], [0.1418, 0.0075, 0.3048], [-0.1933, 0.7439, -1.0285], [0.8867, -1.1839, -0.2082], [0.9677, 1.2071, -1.6600], [-0.3375, -1.9013, 0.2541], [-1.0121, -0.7401, 0.7551], [-0.1081, 1.5975, 1.6973], [1.4930, 1.5618, 0.9125], [1.0975, 0.4015, 2.2123], [-0.7955, 0.0781, -1.6656], [-0.8104, 1.6138, -0.7819], [1.5442, 0.4346, -1.7706], [-0.8956, -2.4517, -0.5159], [-0.0651, -2.6128, 1.0514]],
  "forces_ev_per_a": [[0.03, 0.02, 0.01], [0.24, 0.19, 0.02], [-0.28, -0.01, -0.02], [-0.34, -0.04, 0.18], [0.15, -0.12, -0.06], [0.13, -0.19, -0.14], [-0.12, 0.03, 0.04], [0.11, -0.10, -0.07], [-0.09, -0.11, 0.06], [-0.05, 0.05, -0.15], [0.13, 0.08, 0.07], [0.03, -0.14, 0.02], [-0.01, 0.21, 0.00], [0.09, 0.05, 0.10], [-0.02, 0.07, -0.05]],
  "lowdin_charge": [0.01, -0.57, -0.20, 0.20, -0.05, -0.21, -0.08, 0.10, 0.09, 0.09, 0.13, 0.14, 0.08, 0.13, 0.14]
}

---

(4)
{
  "formula": "C14H14N3O4",
  "method": "ωB97M-V with the def2-TZVPD basis set",
  "charge": -1,
  "energy_ev": -27401.123,
  "relative_energy_kcal_mol": 47.1,
  "gap_ev": 4.85,
  "elements": ["N", "C", "C", "C", "C", "C", "C", "C", "N", "O", "O", "C", "C", "H", "H", "H", "H", "H", "H", "O", "C", "C", "C", "C", "C", "N", "O", "H", "H", "H", "H", "H", "H", "H", "H"],
  "positions_angstrom": [[-5.2952, 0.0575, 2.5820], [-4.1571, -0.0646, 2.3358], [-2.7474, -0.2081, 2.0700], [-2.2199, -1.4730, 1.7808], [-0.8558, -1.6145, 1.5339], [-0.0297, -0.4936, 1.5538], [1.4378, -0.6019, 1.1292], [2.3309, 0.2780, 1.9244], [3.6661, -0.0344, 1.9793], [4.4923, 0.6139, 2.6798], [4.0671, -1.0305, 1.2793], [-0.5370, 0.7648, 1.8859], [-1.9056, 0.9054, 2.1321], [-2.8785, -2.3438, 1.7427], [-0.4136, -2.5964, 1.3381], [1.7516, -1.6604, 1.2239], [1.9458, 0.7964, 2.7978], [0.1286, 1.6249, 1.9915], [-2.3307, 1.8851, 2.3699], [-0.5615, 1.3893, -3.3225], [-1.3356, 1.1424, -2.4743], [0.9060, -1.2260, -1.1520], [1.7211, -1.5679, -2.2756], [3.0443, -0.8002, -2.0606], [2.7705, 0.2185, -0.9810], [1.4862, -0.2639, -0.2844], [-2.0916, 0.9023, -1.6043], [-0.0910, -1.5553, -0.8993], [1.8942, -2.6533, -2.3388], [1.2369, -1.2281, -3.2070], [3.8511, -1.4722, -1.7487], [3.3657, -0.2741, -2.9596], [3.5670, 0.3251, -0.2605], [2.5355, 1.2100, -1.3895], [0.8802, 0.5476, -0.4030]],
  "forces_ev_per_a": [[2.31, -0.26, -0.55], [-2.12, 0.28, 0.52], [0.13, -0.15, -0.09], [0.18, -0.20, -0.01], [-0.34, -0.05, 0.23], [0.90, 0.33, -0.10], [0.59, -0.78, 2.36], [0.74, 0.19, 0.94], [-0.41, -0.68, 0.04], [-0.73, -0.21, -0.25], [-0.04, 0.71, 0.27], [-0.82, -0.08, 0.15], [0.23, 0.29, 0.03], [0.18, 0.32, 0.06], [-0.24, 0.44, -0.07], [-0.08, 0.45, -0.38], [0.36, 0.17, -0.28], [-0.24, -0.31, -0.24], [0.17, -0.37, -0.04], [-1.25, -0.20, 1.06], [0.29, -0.45, 0.51], [-1.68, -0.90, 0.73], [0.46, -0.30, -1.46], [0.18, -0.43, -0.08], [-0.44, 0.12, 0.44], [-0.39, 1.80, -1.90], [1.04, 0.55, -1.51], [0.17, -0.06, -0.17], [0.28, 0.01, -0.48], [0.42, -0.32, -0.55], [-0.18, 0.09, -0.01], [0.07, -0.14, -0.10], [0.00, -0.06, 0.03], [-0.08, -0.28, 0.05], [0.33, 0.49, 0.87]],
  "lowdin_charge": [0.13, -0.19, -0.25, -0.02, -0.02, -0.16, -0.26, -0.08, -0.47, -0.09, -0.10, -0.02, -0.03, 0.12, 0.12, 0.15, 0.09, 0.11, 0.12, 0.18, -0.40, -0.24, -0.28, -0.16, -0.08, -0.12, 0.17, 0.06, 0.08, 0.07, 0.11, 0.10, 0.09, 0.13, 0.14]
}